Formula: C10H44Cu3N10O14
Source: the Open Molecules 2025 dataset
Level of theory: wB97M-V/def2-TZVPD

XYZ file:
```
81
Properties=species:S:1:pos:R:3:mulliken_charge:R:1
H 2.857 3.177 -3.046 0.01
N 3.025 -2.927 -2.003 -0.17
H -1.791 -3.143 -1.888 0.30
H 0.332 -2.291 2.232 -0.28
O 1.935 1.297 3.588 -0.58
H -3.081 -1.055 3.040 0.31
H 1.239 -0.826 0.083 0.29
H 0.683 1.185 5.592 0.16
H -0.455 -4.680 2.187 0.21
N -0.272 1.082 5.903 -0.39
H 2.387 1.510 -3.477 -0.24
H 1.360 -2.605 3.651 0.29
H 4.166 4.354 -3.793 0.14
O 2.290 -3.912 -3.899 -0.67
O -0.980 -3.766 3.871 -0.55
H 3.155 -0.141 -1.144 0.01
H -2.953 0.596 -4.976 0.26
N 4.375 3.619 -4.454 -0.38
H -2.493 -1.551 1.736 0.26
O -5.917 2.557 -2.079 -0.68
O -1.980 -2.702 -2.717 -0.61
N -0.566 -0.447 4.573 0.11
H -2.462 4.699 1.069 0.33
O 4.093 -0.035 -1.302 -0.68
H -1.704 -1.797 -2.575 0.30
N -3.913 2.792 -1.136 -0.25
H 4.176 -0.022 -2.256 0.39
O -2.210 -0.129 6.103 -0.69
H 0.387 1.084 -3.009 -0.34
H 2.429 2.035 3.229 0.27
C 0.028 -4.218 3.048 0.57
O -2.013 4.137 1.700 -0.70
H -1.736 3.375 1.190 0.33
H 3.580 -3.658 -1.582 0.23
N 1.548 -1.939 -3.185 -0.11
C 3.845 2.474 -4.461 0.78
N -2.086 1.105 -4.886 -0.40
H -0.554 -0.075 1.507 -0.38
H 1.400 -1.367 -2.366 -0.06
O -1.633 0.030 -2.898 -0.64
H -2.456 1.274 2.153 0.18
H -4.827 0.544 -2.917 0.21
O -2.566 -1.769 2.665 -0.67
H -3.279 0.937 -2.099 -0.01
H 1.550 -5.577 3.046 0.36
H -0.658 1.747 6.558 0.21
C 0.954 -3.032 2.734 -0.55
O 4.165 1.559 -5.197 -0.66
O -2.801 1.375 3.040 -0.62
C 0.993 0.228 -0.045 -0.30
H -1.202 -0.998 4.014 -0.05
N -0.189 1.351 -3.794 -0.09
C -4.790 2.208 -1.858 0.60
H 1.563 0.551 0.826 0.30
H -3.056 2.307 -0.910 0.06
H -1.458 -3.031 3.481 0.23
H 2.803 -2.162 -1.382 0.03
Cu 2.987 2.524 -0.401 0.54
Cu 0.136 2.933 2.548 0.48
C -0.514 0.432 0.542 -0.13
C -1.084 0.120 5.593 0.73
H 1.050 -4.968 4.658 0.36
C 2.274 -3.034 -3.060 0.54
Cu 0.098 2.850 -1.157 0.25
H -2.890 2.321 3.157 0.27
C 0.705 -5.328 3.689 -1.49
H -1.704 1.631 -5.659 0.17
O 1.423 0.783 -1.311 0.74
O -0.953 1.830 0.848 0.25
H 1.017 -1.804 -4.034 0.12
H 1.747 -3.258 2.021 0.51
C -1.337 0.808 -3.798 0.70
H 0.199 0.000 4.090 0.01
H -1.147 -0.132 -0.144 0.06
N -4.220 1.157 -2.392 -0.21
H 5.253 3.774 -4.928 0.26
H -4.205 3.686 -0.767 0.15
H 0.247 1.764 -4.606 0.19
H 2.511 0.542 3.467 0.27
N 3.017 2.299 -3.519 -0.12
H 0.146 -6.264 3.675 0.36
```

Values from the calculation:
- total charge = +1
- highest occupied orbital energy (eV) = -11.50
- energy (eV) = -188558.1769